Here is C20H21N2O3ReS2SbSe4 as an isolated structure from the OMol25 dataset. Energies are from the ωB97M-V functional and the def2-TZVPD basis.

Calculated values
Total charge: +3
Energy above the lowest of the compared OMol25 structures with the same formula, charge and spin: 0.0 kJ/mol
LUMO: -11.07 eV
E_tot: -11829.5379 hartree
Highest occupied orbital energy: -0.616 Eh
Frontier orbital gap: 5.69 eV

Geometry (Å):
Re1 -0.593 1.201 2.157
O1 0.210 -0.056 0.790
N1 1.466 -0.413 0.995
N2 2.045 0.296 1.840
O2 1.365 1.311 2.415
C1 3.429 0.123 2.195
C2 3.884 0.709 3.368
C3 5.210 0.519 3.715
C4 6.044 -0.237 2.901
C5 5.563 -0.808 1.728
C6 4.243 -0.632 1.357
H1 3.227 1.296 3.993
H2 5.594 0.963 4.623
H3 7.080 -0.378 3.179
H4 6.221 -1.387 1.095
H5 3.860 -1.060 0.442
Se1 -2.944 0.821 3.006
Sb1 -4.268 2.876 3.155
Se2 -0.500 3.303 3.233
Se3 -1.423 2.313 0.276
Se4 -2.457 4.547 2.991
C7 -1.212 -2.280 2.704
S1 -0.284 -0.961 3.507
C8 -0.979 -0.957 5.169
H6 -2.283 -2.098 2.775
H7 -0.951 -3.208 3.210
H8 -0.889 -2.326 1.668
H9 -0.631 -1.875 5.644
H10 -2.065 -0.926 5.148
H11 -0.571 -0.101 5.701
O3 -0.849 1.417 -1.209
S2 -1.671 0.110 -1.749
C9 -2.768 0.752 -2.940
C10 -2.336 1.306 -4.146
C11 -3.287 1.795 -5.018
C12 -4.641 1.717 -4.694
C13 -5.060 1.154 -3.496
C14 -4.120 0.665 -2.603
C15 -0.377 -0.690 -2.635
C16 -0.567 -2.054 -2.825
C17 0.360 -2.748 -3.588
C18 1.452 -2.080 -4.124
C19 1.632 -0.718 -3.905
C20 0.712 -0.001 -3.158
H12 -1.285 1.340 -4.401
H13 -2.981 2.227 -5.961
H14 -5.377 2.091 -5.394
H15 -6.114 1.084 -3.266
H16 -4.428 0.204 -1.673
H17 -1.424 -2.565 -2.402
H18 0.228 -3.807 -3.759
H19 2.173 -2.625 -4.720
H20 2.489 -0.209 -4.327
H21 0.844 1.058 -2.987